(P)
C39H51HfN6OP2STe | wB97M-V/def2-TZVPD

Atoms and positions in Å:
1 Hf 1.28 -0.82 -0.21
2 Te -1.92 2.09 -0.55
3 S 1.52 1.25 1.31
4 P 3.62 0.23 -1.47
5 P 3.81 -1.19 1.40
6 O 0.83 -0.31 -2.26
7 N 0.51 1.21 3.75
8 N 1.91 -2.89 -0.40
9 N -0.67 -2.19 -0.86
10 N -0.66 0.56 -0.89
11 N 0.81 -1.63 1.70
12 N 0.56 -0.86 2.83
13 C -1.93 3.50 3.55
14 C -1.36 2.75 -5.52
15 C -1.41 3.00 1.26
16 C 4.62 -2.83 1.32
17 C -2.14 2.73 2.41
18 C -4.82 1.51 -0.58
19 C 2.26 -5.63 -0.44
20 C -3.62 0.01 0.96
21 C 5.15 -0.11 0.79
22 C -4.87 2.66 -1.55
23 C -6.00 0.87 -0.24
24 C -2.28 1.94 -4.86
25 C -0.15 0.52 -2.11
26 C -0.99 4.51 3.51
27 C 2.63 -4.84 -1.56
28 C -0.56 1.31 -3.29
29 C 3.84 -0.09 -3.25
30 C -1.56 -2.86 -1.14
31 C -0.05 2.82 -5.08
32 C 5.23 -0.20 -0.74
33 C -1.88 1.22 -3.74
34 C -0.26 4.77 2.36
35 C 0.30 4.34 -0.05
36 C 0.84 -3.65 3.15
37 C -7.33 -0.86 1.03
38 C -6.03 -0.19 0.66
39 C 3.80 -0.83 3.18
40 C 3.63 2.05 -1.35
41 C -0.47 4.03 1.20
42 C -3.63 1.04 0.01
43 C 2.43 -3.50 -1.49
44 C -4.84 -0.60 1.24
45 C 1.03 -2.95 1.84
46 C -2.69 -3.70 -1.50
47 C 0.81 0.40 2.70
48 C 0.36 2.09 -3.98
49 C 1.72 -5.04 0.66
50 C -2.42 -0.42 1.74
51 C 1.54 -3.63 0.71
52 H -1.52 0.16 1.53
53 H 5.60 -2.79 1.80
54 H -5.89 2.79 -1.91
55 H 2.70 2.48 -1.75
56 H 0.90 2.14 3.79
57 H -3.01 -4.25 -0.62
58 H 4.47 2.46 -1.90
59 H 1.39 2.12 -3.65
60 H 3.70 2.35 -0.30
61 H 1.43 -5.64 1.52
62 H 4.80 -0.97 3.60
63 H -2.58 0.56 -3.24
64 H -3.50 -3.08 -1.86
65 H -8.16 -0.45 0.47
66 H -7.54 -0.74 2.09
67 H 0.29 0.76 4.63
68 H -3.29 1.86 -5.22
69 H 4.75 -3.14 0.28
70 H 4.66 0.51 -3.64
71 H 6.10 -0.38 1.25
72 H 0.46 5.57 2.34
73 H -0.81 5.12 4.39
74 H 0.66 3.44 -5.60
75 H -2.18 -1.47 1.57
76 H 0.03 -4.39 3.08
77 H 4.08 -1.14 -3.41
78 H -7.28 -1.93 0.83
79 H 0.58 -2.94 3.92
80 H 2.92 0.13 -3.79
81 H -4.86 -1.40 1.97
82 H 3.06 -5.29 -2.44
83 H 3.10 -1.49 3.70
84 H 4.01 -3.58 1.81
85 H 1.03 5.13 0.13
86 H 1.74 -4.19 3.45
87 H -1.67 3.32 -6.39
88 H -0.35 4.70 -0.86
89 H -2.50 3.31 4.44
90 H 5.48 -1.22 -1.04
91 H -4.57 3.60 -1.09
92 H 4.92 0.92 1.10
93 H 2.69 -2.85 -2.32
94 H 2.39 -6.71 -0.47
95 H -2.62 -0.31 2.81
96 H 0.84 3.47 -0.42
97 H 3.49 0.20 3.34
98 H 6.00 0.45 -1.15
99 H -4.23 2.50 -2.42
100 H -6.93 1.21 -0.69
101 H -2.38 -4.40 -2.27
102 H -2.89 1.95 2.43

Properties
Total charge: +2
Expectation value of S²: 0.764
LUMO energy (alpha / beta), eV: -4.922 / -4.974
2S+1: 2
Orbital gap (alpha / beta), eV: 5.53 / 7.37

=====

(Q)
C39H51HfN6OP2STe | wB97M-V/def2-TZVPD

Atoms and positions in Å:
1 Hf 0.44 0.87 1.48
2 Te -0.93 -1.20 -1.48
3 S 1.00 -1.73 0.82
4 P 2.11 3.21 1.12
5 P 3.31 0.40 1.81
6 O -0.67 2.49 0.82
7 N -0.14 2.06 3.49
8 N 0.93 -1.80 3.53
9 N 0.14 0.94 -0.56
10 N 0.48 -0.52 3.47
11 N -1.74 -0.09 1.70
12 N 1.71 -3.65 2.49
13 C -1.23 2.81 -1.49
14 C 2.43 3.14 -0.69
15 C -3.19 -5.40 -2.80
16 C 3.86 3.13 1.71
17 C -4.11 -1.76 -2.20
18 C 1.45 -0.67 -3.46
19 C -0.41 1.34 4.59
20 C -0.28 -0.55 -5.68
21 C -1.81 -5.35 -2.68
22 C 1.92 -0.34 -4.73
23 C -3.28 -3.02 -2.32
24 C -3.91 -4.22 -2.63
25 C -3.89 -6.70 -3.08
26 C -1.12 3.97 4.53
27 C -3.97 -1.40 1.76
28 C -1.88 -3.00 -2.18
29 C 3.60 0.30 3.63
30 C -0.58 2.02 -0.42
31 C -2.51 2.97 -3.53
32 C -2.73 -0.67 1.73
33 C 0.00 -0.07 4.58
34 C -1.92 2.21 -2.54
35 C 4.46 1.77 1.38
36 C -1.71 4.97 -2.45
37 C 2.43 -0.84 -2.33
38 C 0.08 -0.90 -3.32
39 C -2.39 4.36 -3.50
40 C -1.14 -4.17 -2.38
41 C -0.77 -0.88 -4.43
42 C 1.07 -0.27 -5.83
43 C -1.14 4.20 -1.45
44 C -1.41 3.24 5.66
45 C -0.49 3.34 3.47
46 C -1.04 1.90 5.70
47 C 4.28 -1.03 1.21
48 C 1.21 -2.41 2.41
49 C 0.36 -4.17 -2.25
50 C 1.77 5.00 1.33
51 C -0.11 -0.88 5.83
52 H 3.05 -0.55 4.04
53 H -1.62 6.05 -2.42
54 H 0.78 -5.13 -2.56
55 H 2.98 -0.17 -4.86
56 H -5.17 -2.00 -2.11
57 H 2.11 -0.27 -1.47
58 H 5.33 -0.89 1.50
59 H 5.40 1.62 1.90
60 H -3.39 -7.24 -3.88
61 H -3.87 -7.33 -2.19
62 H 1.85 -4.08 3.39
63 H 1.54 3.46 -1.23
64 H 2.48 -1.89 -2.03
65 H -4.80 -0.71 1.61
66 H -1.24 1.30 6.57
67 H -0.94 -0.51 -6.53
68 H 2.47 5.58 0.72
69 H -1.39 5.02 4.45
70 H -4.09 -1.90 2.72
71 H 4.66 1.70 0.30
72 H -1.23 -6.26 -2.82
73 H -0.63 4.67 -0.62
74 H 4.21 -1.09 0.13
75 H -4.99 -4.23 -2.75
76 H -4.93 -6.54 -3.36
77 H 4.66 0.17 3.82
78 H -1.91 3.70 6.50
79 H 3.42 -0.52 -2.64
80 H -3.99 -1.14 -3.10
81 H 2.66 2.13 -1.02
82 H 0.80 -3.39 -2.88
83 H 3.90 -1.95 1.64
84 H -0.28 3.89 2.56
85 H 0.75 5.23 1.02
86 H 0.66 -3.99 -1.22
87 H -3.80 -1.16 -1.35
88 H 1.94 -4.16 1.65
89 H 3.26 3.81 -0.94
90 H 3.25 1.21 4.11
91 H 4.43 3.94 1.24
92 H -3.06 2.50 -4.33
93 H -2.03 1.13 -2.56
94 H 3.87 3.31 2.79
95 H -1.82 -1.11 -4.31
96 H 0.23 -1.89 5.65
97 H 1.89 5.28 2.37
98 H -1.14 -0.91 6.18
99 H -2.83 4.95 -4.28
100 H 1.47 -0.01 -6.80
101 H 0.50 -0.44 6.62
102 H -3.98 -2.15 0.96

Properties
Total charge: +2
Expectation value of S²: 0.756
LUMO energy (alpha / beta), eV: -5.581 / -6.868
2S+1: 2
Orbital gap (alpha / beta), eV: 6.99 / 5.98

=====

Most stable of them? (P).

=====

(P)
C5H14NS | wB97M-V/def2-TZVPD

Atoms and positions in Å:
1 S 0.25 1.93 0.16
2 N -0.70 0.11 2.03
3 C 1.85 1.90 -0.65
4 C 0.99 -0.94 0.50
5 C -1.40 -1.05 -1.63
6 C -0.25 -0.14 0.62
7 C -1.49 -0.56 -0.18
8 H 2.75 1.74 0.03
9 H 0.14 0.65 2.33
10 H 1.41 -0.88 -0.62
11 H -0.97 -0.32 -2.23
12 H -2.29 -1.20 -2.10
13 H -2.17 -1.38 0.35
14 H -0.83 -1.89 -1.96
15 H 1.86 -0.43 0.95
16 H 2.12 2.88 -1.05
17 H -1.62 0.57 1.94
18 H -2.09 0.37 -0.29
19 H -0.52 -0.83 2.47
20 H 1.18 -1.86 0.89
21 H 1.77 1.35 -1.56

Properties
Total charge: +1
LUMO energy, eV: -3.561
2S+1: 1
Orbital gap, eV: 9.60

=====

(Q)
C5H14NS | wB97M-V/def2-TZVPD

Atoms and positions in Å:
1 S 3.03 -0.25 0.37
2 N -5.59 0.20 -0.55
3 C 3.02 0.94 -1.06
4 C 4.35 0.29 1.23
5 C -5.69 1.18 -1.61
6 C 3.61 -1.94 -0.77
7 C -4.44 -0.25 -0.12
8 H 4.85 1.09 0.79
9 H 3.64 -2.49 0.09
10 H -5.27 2.15 -1.26
11 H 2.15 0.66 -1.66
12 H -5.06 0.68 -2.33
13 H 4.42 0.16 2.21
14 H -6.73 1.17 -1.94
15 H -6.46 -0.07 -0.20
16 H 4.45 -1.67 -1.38
17 H -3.60 0.04 -0.77
18 H 3.81 0.62 -1.74
19 H 2.67 -2.21 -1.25
20 H 3.19 1.96 -0.58
21 H -4.37 -1.06 0.57

Properties
Total charge: +1
LUMO energy, eV: -6.018
2S+1: 1
Orbital gap, eV: 2.45

=====

Most stable of them? (P).

=====

(P)
C5H14NS | wB97M-V/def2-TZVPD

Atoms and positions in Å:
1 S -1.89 0.37 -0.88
2 N 0.15 -1.97 -0.49
3 C -0.51 2.79 -0.97
4 C 2.36 -2.36 0.38
5 C 1.20 -1.72 0.51
6 C -1.72 2.14 -0.26
7 C 0.82 -0.59 1.49
8 H -0.52 3.88 -0.79
9 H 0.56 -2.34 -1.38
10 H 0.49 2.41 -0.72
11 H 0.64 0.38 1.02
12 H 3.18 -2.34 1.12
13 H -0.60 -2.63 -0.18
14 H -0.08 -0.91 2.03
15 H -1.53 1.98 0.81
16 H -3.01 0.19 -0.17
17 H -0.60 2.68 -2.06
18 H 2.55 -2.95 -0.53
19 H -0.37 -1.09 -0.73
20 H 1.60 -0.48 2.25
21 H -2.70 2.58 -0.45

Properties
Total charge: +1
LUMO energy, eV: -3.246
2S+1: 1
Orbital gap, eV: 9.96

=====

(Q)
C5H14NS | wB97M-V/def2-TZVPD

Atoms and positions in Å:
1 S 0.05 1.17 1.48
2 N -0.40 0.74 -1.82
3 C 0.19 -1.09 -0.16
4 C 1.66 1.01 2.44
5 C -0.76 -0.81 -1.50
6 C -0.33 -0.51 1.12
7 C -0.60 -1.72 -2.64
8 H 2.26 0.33 1.84
9 H -1.47 -0.67 0.99
10 H -0.77 0.98 -2.83
11 H -0.73 1.44 -1.15
12 H -1.00 -1.38 -3.64
13 H -0.09 -1.11 2.03
14 H 1.25 0.84 3.45
15 H 0.55 -2.04 -2.83
16 H -1.86 -0.64 -1.21
17 H 1.08 -0.84 -0.76
18 H 2.25 1.98 2.51
19 H 0.61 0.80 -2.00
20 H -1.08 -2.72 -2.60
21 H 0.04 -2.20 -0.36

Properties
Total charge: +1
LUMO energy, eV: -3.270
2S+1: 1
Orbital gap, eV: 9.14

=====

Most stable of them? (P).

=====

(P)
C5H8IN2 | wB97M-V/def2-TZVPD

Atoms and positions in Å:
1 I -2.92 -0.55 -1.49
2 N 1.41 -0.01 0.37
3 N 0.77 1.70 -1.07
4 C 1.72 1.11 -0.45
5 C -0.58 1.42 -0.97
6 C 0.09 -0.15 0.79
7 C -0.50 -1.36 1.31
8 C -0.89 0.11 -1.30
9 H -1.13 2.38 -0.86
10 H -0.66 -1.41 2.43
11 H -0.21 -0.60 -1.52
12 H 0.13 -2.21 1.04
13 H -0.44 0.68 1.32
14 H -1.51 -1.59 0.72
15 H 2.71 1.23 -0.55
16 H 1.99 -0.75 0.21

Properties
Total charge: +1
LUMO energy, eV: -5.467
2S+1: 1
Orbital gap, eV: 7.58

=====

(Q)
C5H8IN2 | wB97M-V/def2-TZVPD

Atoms and positions in Å:
1 I 1.29 -1.71 2.43
2 N -1.82 0.78 -0.25
3 N -2.42 -1.46 0.53
4 C -1.91 -0.31 0.26
5 C 0.47 1.48 0.10
6 C 2.07 -0.50 0.73
7 C -0.97 1.80 -0.33
8 C 1.04 0.13 -0.06
9 H 1.14 1.99 -0.67
10 H -1.35 2.63 -0.73
11 H 0.82 2.19 0.95
12 H 2.94 0.12 1.12
13 H 2.60 -1.29 0.09
14 H -2.65 -1.60 1.48
15 H 0.69 -0.36 -0.97
16 H -2.30 -2.31 0.00

Properties
Total charge: +1
LUMO energy (alpha / beta), eV: -5.832 / -4.781
2S+1: 1
Orbital gap (alpha / beta), eV: 5.93 / 7.98

=====

Most stable of them? (P).

=====

(P)
C4H28BO22 | wB97M-V/def2-TZVPD

Atoms and positions in Å:
1 O 28.42 -11.63 -4.95
2 O 29.97 -11.88 -6.70
3 O 25.08 -14.38 -0.29
4 O 26.09 -9.44 -1.74
5 O 31.87 -13.85 -8.54
6 O 32.84 -11.00 -8.54
7 O 27.28 -6.68 -2.80
8 O 27.55 -9.98 -3.33
9 O 29.89 -7.54 -2.75
10 O 29.82 -10.35 -3.52
11 O 28.51 -7.77 -5.97
12 O 25.61 -11.63 2.09
13 O 27.86 -13.71 -8.92
14 O 26.13 -8.34 1.58
15 O 29.70 -11.22 -9.37
16 O 34.09 -10.15 -6.03
17 O 31.66 -10.33 -4.84
18 O 28.70 -8.54 0.01
19 O 23.19 -10.34 -2.46
20 O 28.28 -12.04 -2.45
21 O 32.48 -13.55 -4.11
22 O 27.02 -12.00 -0.44
23 C 27.40 -11.55 -1.52
24 C 26.96 -10.20 -2.20
25 C 30.48 -10.60 -4.62
26 C 29.59 -11.50 -5.60
27 B 28.50 -11.02 -3.53
28 H 28.17 -6.98 -2.98
29 H 24.05 -9.96 -2.34
30 H 32.68 -12.78 -3.58
31 H 25.80 -12.28 2.77
32 H 28.16 -8.07 -6.81
33 H 28.75 -11.18 -9.31
34 H 30.15 -8.26 -3.33
35 H 26.44 -11.52 1.63
36 H 26.75 -7.48 -2.78
37 H 32.00 -10.56 -8.38
38 H 30.68 -7.34 -2.24
39 H 28.78 -7.60 0.13
40 H 31.73 -13.95 -3.68
41 H 32.10 -12.98 -8.22
42 H 30.00 -10.90 -8.51
43 H 27.79 -7.91 -5.35
44 H 25.58 -14.33 -1.11
45 H 25.94 -9.19 1.19
46 H 27.06 -8.20 1.41
47 H 22.62 -9.84 -1.87
48 H 33.28 -10.20 -5.52
49 H 33.03 -10.82 -9.46
50 H 25.75 -14.37 0.39
51 H 28.12 -13.42 -8.05
52 H 33.85 -10.52 -6.88
53 H 28.67 -8.67 -0.94
54 H 26.98 -14.07 -8.80
55 H 30.94 -13.79 -8.75

Properties
Total charge: -1
LUMO energy, eV: 1.764
2S+1: 1
Orbital gap, eV: 9.89

=====

(Q)
C4H28BO22 | wB97M-V/def2-TZVPD

Atoms and positions in Å:
1 O 1.55 3.37 1.70
2 O 0.99 -1.02 0.66
3 O 1.22 5.46 -1.41
4 O -0.50 3.09 -0.28
5 O -1.08 -0.27 -0.44
6 O 2.67 -2.39 -2.02
7 O -1.37 -2.14 1.99
8 O 5.19 -4.37 -2.32
9 O 5.32 -4.97 0.45
10 O 3.24 -0.42 -4.31
11 O -2.72 1.23 -0.03
12 O 1.08 -0.88 -1.61
13 O 5.07 -2.06 1.97
14 O -3.66 -1.37 -2.22
15 O -3.78 3.18 -1.97
16 O 0.66 1.20 -0.41
17 O -5.92 1.52 0.34
18 O -5.01 -1.13 0.82
19 O 1.54 -4.71 2.65
20 O -3.60 2.98 2.34
21 O -2.47 5.53 1.25
22 O 2.61 -2.56 0.97
23 C -1.55 0.90 -0.22
24 C 1.87 -1.87 0.28
25 C -0.40 1.87 -0.27
26 C 1.97 -1.75 -1.22
27 B 0.38 -0.27 -0.45
28 H -2.87 3.43 -1.88
29 H -3.37 2.48 1.55
30 H 5.30 -4.64 -1.41
31 H -5.41 2.25 0.69
32 H 4.18 -2.01 1.62
33 H 1.74 5.91 -2.08
34 H 5.79 -4.81 1.27
35 H 1.38 -3.87 2.22
36 H -4.40 -1.94 -2.03
37 H 1.38 -4.54 3.58
38 H -2.89 -1.94 -2.13
39 H 1.05 3.26 0.89
40 H -5.42 0.74 0.57
41 H 4.46 -4.58 0.59
42 H 5.07 -2.84 2.53
43 H -3.25 3.86 2.17
44 H -1.65 5.42 1.74
45 H 2.54 -0.80 -3.77
46 H 0.32 5.53 -1.72
47 H -5.14 -2.05 0.57
48 H -1.17 -1.88 2.89
49 H -2.26 5.26 0.36
50 H 3.99 -0.35 -3.72
51 H -1.08 -1.40 1.46
52 H -3.81 2.27 -1.68
53 H 4.29 -4.06 -2.38
54 H -4.22 -0.87 0.34
55 H 2.17 4.07 1.51

Properties
Total charge: -1
LUMO energy, eV: 1.614
2S+1: 1
Orbital gap, eV: 9.97

=====

Most stable of them? (Q).

=====

(P)
C3H9O | wB97M-V/def2-TZVPD

Atoms and positions in Å:
1 O -0.34 -0.50 -0.82
2 C 1.84 -1.03 0.12
3 C 0.91 -0.01 -0.60
4 C -2.19 1.28 0.98
5 H 2.23 -0.53 1.01
6 H -3.09 1.91 1.00
7 H 0.81 0.88 0.09
8 H 1.34 0.43 -1.53
9 H -2.31 0.41 1.68
10 H 2.64 -1.45 -0.56
11 H -1.34 1.88 1.34
12 H 1.11 -1.77 0.49
13 H -1.99 0.73 0.04

Properties
Total charge: -1
LUMO energy, eV: 4.502
2S+1: 1
Orbital gap, eV: 6.50

=====

(Q)
C3H9O | wB97M-V/def2-TZVPD

Atoms and positions in Å:
1 O 0.88 -0.55 2.63
2 C 0.02 -0.77 -0.09
3 C -0.50 0.78 -2.07
4 C -0.56 0.60 -0.57
5 H 1.77 -0.30 2.96
6 H -0.80 -0.12 -2.63
7 H -0.21 -0.78 0.97
8 H -1.62 0.53 -0.36
9 H -0.50 -1.72 -0.47
10 H -1.00 1.70 -2.45
11 H -0.09 1.56 -0.16
12 H 0.59 0.92 -2.28
13 H 1.05 -1.04 -0.20

Properties
Total charge: -1
LUMO energy, eV: 4.016
2S+1: 1
Orbital gap, eV: 6.14

=====

Most stable of them? (P).

=====

(P)
CH3N3O2 | wB97M-V/def2-TZVPD

Atoms and positions in Å:
1 O -1.72 1.31 -0.05
2 O -0.74 -1.07 -0.18
3 N 1.04 0.25 -0.16
4 N 2.20 0.69 0.12
5 N -1.89 0.11 0.18
6 C 0.44 -0.83 0.18
7 H -2.72 -0.32 -0.30
8 H 1.00 -1.71 0.62
9 H 2.40 1.57 -0.42

Properties
LUMO energy (alpha / beta), eV: -1.401 / -0.979
2S+1: 1
Orbital gap (alpha / beta), eV: 6.94 / 7.67

=====

(Q)
CH3N3O2 | wB97M-V/def2-TZVPD

Atoms and positions in Å:
1 O 0.86 -1.36 0.02
2 O -0.36 0.23 1.34
3 N 0.25 -0.93 -1.16
4 N -0.79 0.76 0.09
5 N 1.16 -0.32 0.84
6 C -0.48 0.14 -1.09
7 H -0.99 0.63 -1.93
8 H 1.63 -0.79 1.66
9 H -1.27 1.64 0.24

Properties
LUMO energy, eV: 0.881
2S+1: 1
Orbital gap, eV: 9.92

=====

Most stable of them? (Q).

=====

(P)
CH3N3O2 | wB97M-V/def2-TZVPD

Atoms and positions in Å:
1 O 0.19 -1.06 -0.65
2 O 1.92 -1.08 0.69
3 N -2.33 0.50 -1.41
4 N 0.99 -0.39 0.33
5 N -1.94 1.24 -0.69
6 C 0.48 0.73 0.65
7 H 0.83 1.26 1.46
8 H 0.29 -2.03 -0.46
9 H -0.42 0.83 0.08

Properties
LUMO energy, eV: 0.825
2S+1: 1
Orbital gap, eV: 10.31

=====

(Q)
CH3N3O2 | wB97M-V/def2-TZVPD

Atoms and positions in Å:
1 O 0.65 0.29 -0.71
2 O -1.39 0.96 0.04
3 N -1.76 -0.29 0.08
4 N 1.28 -0.80 -0.24
5 N 0.08 1.13 0.27
6 C -1.93 -1.44 0.03
7 H 0.37 2.17 -0.02
8 H 0.65 -1.40 0.17
9 H 2.05 -0.61 0.38

Properties
LUMO energy, eV: 0.557
2S+1: 1
Orbital gap, eV: 10.90

=====

Most stable of them? (P).